The following is a quantum chemistry calculation of the molecule C21H35N3O3S at a distorted geometry, from the OMol25 dataset.

Geometry (Å):
C: 4.303 6.256 0.264
H: 4.793 6.877 -0.481
H: 3.599 6.873 0.817
H: 5.058 5.890 0.957
C: 3.584 5.092 -0.409
C: 2.882 4.192 0.588
H: 2.100 4.714 1.133
H: 3.579 3.717 1.274
S: 2.071 2.859 -0.351
O: 1.056 3.449 -1.173
O: 3.091 2.071 -0.978
N: 1.314 1.893 0.751
C: 0.091 2.346 1.361
C: -0.788 1.133 1.658
H: -1.700 1.453 2.163
H: -1.059 0.673 0.707
C: -0.028 0.131 2.537
C: -0.889 -1.107 2.798
O: -1.273 -1.413 3.908
N: -1.188 -1.806 1.688
H: -0.861 -1.482 0.789
C: -2.081 -2.939 1.670
C: -1.386 -4.251 1.294
H: -0.722 -4.555 2.104
H: -2.157 -5.016 1.186
C: -0.544 -4.160 0.004
N: -1.218 -3.531 -1.107
C: -0.989 -2.188 -1.383
C: -2.025 -1.298 -1.682
C: -1.779 0.043 -1.949
C: -0.474 0.517 -1.930
C: 0.569 -0.355 -1.662
C: 0.322 -1.687 -1.395
H: 1.152 -2.355 -1.220
H: 1.581 0.020 -1.665
H: -0.263 1.557 -2.117
C: -2.925 0.963 -2.249
H: -3.318 0.761 -3.246
H: -2.600 2.000 -2.214
H: -3.735 0.821 -1.536
H: -3.048 -1.641 -1.694
C: -2.408 -4.188 -1.602
C: -2.437 -4.194 -3.129
H: -3.314 -4.730 -3.483
H: -1.546 -4.684 -3.514
H: -2.464 -3.181 -3.519
H: -3.333 -3.736 -1.215
H: -2.378 -5.220 -1.247
H: -0.245 -5.175 -0.285
H: 0.363 -3.600 0.227
H: -2.890 -2.733 0.963
H: -2.504 -3.025 2.674
C: 1.314 -0.235 1.895
C: 2.111 1.032 1.586
H: 2.385 1.541 2.524
H: 3.016 0.796 1.026
H: 1.150 -0.764 0.956
H: 1.886 -0.876 2.566
H: 0.160 0.591 3.514
H: 0.298 2.898 2.292
H: -0.392 3.012 0.646
H: 2.838 5.467 -1.112
H: 4.295 4.486 -0.973

Cartesian forces, eV/Å:
-0.143 -0.226 -0.094
0.064 0.092 -0.020
-0.029 0.112 0.082
0.104 0.023 0.095
0.141 0.199 -0.059
-0.370 -0.650 -0.723
-0.114 0.028 0.130
0.049 -0.085 0.145
-0.023 0.071 0.652
-0.202 0.233 0.100
0.272 -0.118 0.132
0.432 0.533 -0.697
-0.652 0.206 -0.031
0.243 0.173 0.121
-0.042 0.001 -0.017
-0.060 0.009 -0.027
-0.136 -0.158 -0.021
0.386 0.507 -0.052
-0.139 -0.092 0.455
-0.025 -0.258 -0.422
0.016 0.151 0.128
-0.055 -0.305 0.100
0.033 0.282 -0.183
-0.005 -0.090 0.069
-0.012 -0.090 0.025
-0.037 -0.237 0.436
-0.040 -0.147 -0.051
0.104 0.272 -0.278
0.071 -0.168 0.096
0.163 0.112 -0.016
-0.103 -0.021 -0.080
-0.087 -0.038 -0.008
0.024 -0.047 -0.016
0.050 -0.074 0.009
0.138 -0.001 0.006
-0.022 0.147 -0.041
0.012 -0.033 -0.029
-0.066 0.043 -0.050
-0.042 0.095 -0.010
-0.069 0.036 0.020
-0.131 -0.097 0.023
-0.046 0.084 -0.303
-0.085 -0.048 0.251
-0.104 -0.026 -0.094
0.078 -0.050 -0.044
-0.022 0.062 -0.094
0.014 -0.091 0.068
-0.036 0.074 0.059
0.095 0.096 0.043
-0.004 -0.069 -0.041
-0.005 -0.018 0.056
-0.034 0.036 -0.162
0.043 0.286 0.106
0.444 -0.499 0.103
0.019 -0.021 -0.044
0.038 -0.097 0.204
0.052 -0.053 0.016
0.022 -0.039 -0.015
-0.063 -0.106 -0.033
-0.020 0.006 -0.047
-0.135 0.015 0.178
0.064 0.007 -0.051
-0.010 0.057 -0.059

Values from the calculation:
**Electronic energy**: -1609.405593 Eh
**Gap between HOMO and LUMO**: 8.339 eV
**Relative energy (zero: lowest compared OMol25 entry of this formula, charge and spin)**: 0.1 kcal per mole
**SMILES**: CCCS(=O)(=O)N1CCC(C(=O)NCCCN(CC)c2cccc(C)c2)CC1
**Molar mass**: 409.60 g/mol

***

The following is a quantum chemistry calculation of the ion C6H7N4O3 with charge -1 at a distorted geometry, from the OMol25 dataset.

Geometry (Å):
C: 0.452 0.064 0.260
C: 0.016 -1.182 -0.317
C: -0.612 0.928 -0.088
C: -2.886 0.671 -1.257
C: 0.880 -2.420 -0.443
C: -0.565 2.387 0.230
N: -1.176 -1.085 -0.861
N: -4.025 0.285 -0.080
N: -1.559 0.200 -0.702
N: -4.285 -0.720 -0.725
O: -3.698 -0.616 -1.927
O: -2.984 1.769 -1.756
O: -4.988 -1.662 -0.487
H: 1.253 0.251 1.005
H: 0.401 -3.370 -0.346
H: 1.346 -2.283 -1.365
H: 1.507 -2.322 0.547
H: -1.502 2.663 0.883
H: 0.475 2.732 0.579
H: -0.870 2.786 -0.718

Cartesian forces, eV/Å:
-1.585 -0.493 -0.581
0.185 0.129 0.659
2.208 -0.389 1.879
-2.471 0.018 2.451
-0.261 1.528 4.013
-1.873 0.144 0.717
0.226 -0.194 -0.109
2.432 1.630 0.696
-0.602 -0.104 -1.136
-0.404 0.191 -0.862
2.008 0.070 -0.933
0.838 0.018 -0.652
-1.301 -1.601 0.357
-0.551 -0.041 -1.066
-0.714 -0.439 -0.297
1.581 -0.345 -1.228
-0.231 -0.438 -2.326
2.128 -0.288 -0.648
-1.920 -0.546 -0.392
0.307 1.150 -0.543

Values from the calculation:
**Electronic energy**: -677.461481 Eh
**Total charge**: -1
**Gap between HOMO and LUMO**: 8.427 eV
**SMILES**: Cc1cc(C)n([C@]2([O-])N=[N+]([O-])O2)n1
**Molar mass**: 183.15 g/mol